(1)
ORCA calculation (ωB97M-V with the def2-TZVPD basis set) on the ion C5H11NO2 with charge -1 in a non-equilibrium geometry.

Element x y z (Å)
1 C 2.293 -1.019 -0.055
2 N 0.948 -0.980 -0.559
3 C -2.530 0.647 -0.327
4 C -1.173 0.073 -0.715
5 C -0.049 -0.308 0.288
6 C 0.642 1.054 1.003
7 O 1.475 0.732 1.922
8 O -0.352 1.906 1.229
9 H 2.850 -1.803 -0.586
10 H 2.400 -1.234 1.017
11 H 2.841 -0.087 -0.212
12 H 0.592 -1.883 -0.811
13 H -3.146 0.114 0.404
14 H -3.170 0.803 -1.197
15 H -2.238 1.572 0.185
16 H -1.377 -0.863 -1.280
17 H -0.668 0.723 -1.432
18 H -0.478 -0.908 1.095
19 H 1.142 1.460 0.032

Summary:
spin multiplicity = 2
HOMO energy (alpha / beta) = -3.417 / -3.340 eV
total charge = -1
ΔE to the lowest compared entry with this formula, charge and spin = 147.8 kJ/mol
HOMO-LUMO gap (alpha / beta) = 7.460 / 7.111 eV
LUMO level (alpha / beta) = 4.04 / 3.77 eV

(2)
ORCA calculation (ωB97M-V with the def2-TZVPD basis set) on a structure of composition C40H35CsN3O2P2S2.

Element x y z (Å)
1 Cs -0.106 0.323 -0.062
2 C -4.637 0.747 0.482
3 P -3.617 -0.375 -0.570
4 C -4.862 -1.609 -1.128
5 C -4.724 -2.264 -2.353
6 C -5.601 -3.270 -2.729
7 C -6.634 -3.653 -1.884
8 C -6.780 -3.016 -0.661
9 C -5.903 -2.007 -0.287
10 C -3.422 0.592 -2.121
11 C -4.342 1.553 -2.536
12 C -4.176 2.222 -3.738
13 C -3.085 1.940 -4.552
14 C -2.154 0.998 -4.147
15 C -2.321 0.336 -2.936
16 C -3.904 2.047 0.645
17 C -4.433 3.326 0.765
18 C -3.316 4.189 0.858
19 C -2.196 3.372 0.770
20 C -0.763 3.809 0.723
21 P -0.169 3.856 -1.041
22 C 1.517 4.554 -0.825
23 C 2.434 3.769 -0.121
24 C 3.749 4.173 0.045
25 C 4.180 5.374 -0.503
26 C 3.286 6.157 -1.218
27 C 1.966 5.751 -1.378
28 C -1.137 5.282 -1.657
29 C -1.110 6.544 -1.064
30 C -1.921 7.564 -1.535
31 C -2.777 7.334 -2.607
32 C -2.812 6.084 -3.204
33 C -1.992 5.066 -2.731
34 N -2.548 2.062 0.632
35 H -4.772 0.231 1.439
36 H -5.634 0.897 0.058
37 H -3.925 -1.975 -3.026
38 H -5.478 -3.756 -3.690
39 H -7.320 -4.437 -2.179
40 H -7.582 -3.303 0.008
41 H -6.036 -1.523 0.673
42 H -5.189 1.796 -1.908
43 H -4.897 2.972 -4.037
44 H -2.956 2.464 -5.492
45 H -1.290 0.781 -4.763
46 H -1.578 -0.395 -2.631
47 H -5.480 3.593 0.793
48 H -3.321 5.266 0.954
49 H -0.109 3.121 1.269
50 H -0.643 4.792 1.182
51 H 2.127 2.812 0.288
52 H 4.438 3.541 0.592
53 H 5.207 5.693 -0.380
54 H 3.615 7.090 -1.658
55 H 1.283 6.374 -1.942
56 H -0.452 6.732 -0.223
57 H -1.893 8.537 -1.061
58 H -3.417 8.128 -2.969
59 H -3.485 5.894 -4.031
60 H -2.035 4.081 -3.180
61 O 4.583 -4.182 0.115
62 C 5.230 -3.010 0.184
63 C 6.620 -3.046 0.326
64 C 7.354 -1.877 0.390
65 C 6.717 -0.642 0.314
66 C 5.340 -0.605 0.179
67 C 4.574 -1.766 0.114
68 C 3.082 -1.611 -0.012
69 O 2.588 -0.464 -0.023
70 N 2.427 -2.776 -0.106
71 N 1.061 -2.632 -0.205
72 C 0.421 -3.688 -0.477
73 S -1.348 -3.663 -0.553
74 C -1.448 -5.186 -1.521
75 C -0.411 -6.144 -0.959
76 S 1.168 -5.262 -0.815
77 H 3.616 -3.947 -0.032
78 H 7.098 -4.016 0.380
79 H 8.431 -1.929 0.497
80 H 7.288 0.276 0.360
81 H 4.807 0.335 0.121
82 H -1.249 -4.972 -2.571
83 H -2.460 -5.578 -1.420
84 H -0.256 -6.996 -1.622
85 H -0.720 -6.508 0.021

Summary:
HOMO energy = -4.089 eV
total charge = -1
ΔE to the lowest compared entry with this formula, charge and spin = 8.1 kJ/mol
HOMO-LUMO gap = 6.137 eV
LUMO level = 2.05 eV

(3)
ORCA calculation (ωB97M-V with the def2-TZVPD basis set) on a cluster of 2 separate species, C3H10OS2 in total in a non-equilibrium geometry.

Element x y z (Å)
1 C 0.000 0.000 0.000
2 C -1.525 -0.076 0.274
3 C -1.951 -1.066 1.377
4 S -3.754 -1.058 1.416
5 S -4.294 0.874 1.851
6 H 0.513 0.020 0.976
7 H 0.335 0.868 -0.592
8 H 0.291 -0.922 -0.531
9 H -1.852 0.941 0.564
10 H -2.073 -0.356 -0.647
11 H -1.665 -2.121 1.200
12 H -1.593 -0.786 2.387
13 H -4.249 1.407 0.612
14 O -6.895 -3.578 0.328
15 H -5.991 -3.940 0.466
16 H -7.415 -4.335 -0.024

Summary:
SMILES = CCCSS.O
HOMO energy = -9.005 eV
ΔE to the lowest compared entry with this formula, charge and spin = 19.7 kJ/mol
HOMO-LUMO gap = 9.509 eV
LUMO level = 0.50 eV

(4)
ORCA calculation (ωB97M-V with the def2-TZVPD basis set) on a structure of composition C27H35N7O4Pb.

Element x y z (Å)
1 Pb -1.449 0.971 1.097
2 O -1.637 4.763 3.602
3 C -1.701 3.833 2.701
4 O -0.898 2.910 2.577
5 C -2.870 3.970 1.772
6 C -3.799 4.999 1.837
7 C -4.826 5.004 0.903
8 C -4.886 3.994 -0.052
9 C -3.914 3.006 -0.034
10 N -2.931 3.003 0.864
11 C -3.816 1.844 -0.987
12 O -4.682 1.662 -1.935
13 O -2.886 1.047 -0.874
14 H -0.880 4.654 4.207
15 H -3.719 5.768 2.592
16 H -5.572 5.788 0.914
17 H -5.686 4.005 -0.782
18 H -5.405 2.309 -1.977
19 C 1.159 2.817 -2.882
20 N 0.925 2.506 -1.462
21 C -0.117 3.291 -0.829
22 C 1.468 1.441 -0.862
23 N 0.787 0.778 0.112
24 C 1.558 0.209 1.139
25 C 2.515 1.067 1.777
26 C 3.244 0.716 2.883
27 C 3.010 -0.531 3.457
28 C 2.083 -1.407 2.874
29 C 1.882 -2.626 3.518
30 C 0.962 -3.607 3.044
31 C 0.364 -3.396 1.859
32 C 0.630 -2.194 1.034
33 N 0.328 -2.175 -0.213
34 C -0.110 -3.340 -0.873
35 N 0.754 -4.323 -1.070
36 C 2.211 -4.160 -0.947
37 C 0.347 -5.696 -1.428
38 N -1.356 -3.355 -1.319
39 C -1.772 -4.038 -2.562
40 C -2.353 -2.429 -0.777
41 C 1.370 -1.070 1.666
42 N 2.698 1.053 -1.243
43 C 3.711 2.000 -1.732
44 C 3.123 -0.343 -1.235
45 H 0.191 2.956 -3.364
46 H 1.667 1.992 -3.369
47 H 1.742 3.729 -2.999
48 H -0.048 4.319 -1.182
49 H 0.020 3.312 0.253
50 H -1.115 2.926 -1.097
51 H 2.641 2.060 1.359
52 H 3.957 1.402 3.320
53 H 3.537 -0.832 4.355
54 H 2.437 -2.829 4.429
55 H 0.779 -4.502 3.623
56 H -0.328 -4.130 1.462
57 H 2.481 -3.120 -0.807
58 H 2.677 -4.522 -1.863
59 H 2.581 -4.759 -0.114
60 H -0.689 -5.870 -1.158
61 H 0.977 -6.374 -0.854
62 H 0.502 -5.900 -2.486
63 H -0.906 -4.322 -3.150
64 H -2.356 -3.325 -3.142
65 H -2.389 -4.909 -2.352
66 H -2.206 -2.284 0.293
67 H -3.335 -2.874 -0.917
68 H -2.325 -1.474 -1.307
69 H 3.434 3.018 -1.473
70 H 3.855 1.922 -2.809
71 H 4.654 1.759 -1.243
72 H 2.250 -0.986 -1.161
73 H 3.822 -0.550 -0.421
74 H 3.631 -0.553 -2.176

Summary:
HOMO energy (alpha / beta) = -19.525 / -19.525 eV
total charge = +4
ΔE to the lowest compared entry with this formula, charge and spin = 0.0 kJ/mol
HOMO-LUMO gap (alpha / beta) = 5.850 / 5.850 eV
LUMO level (alpha / beta) = -13.67 / -13.68 eV

(5)
ORCA calculation (ωB97M-V with the def2-TZVPD basis set) on a structure of composition C41H36KNO2PSTe in a non-equilibrium geometry.

Element x y z (Å)
1 K 0.422 0.202 -1.286
2 O -1.964 2.849 0.826
3 N -2.473 1.609 0.384
4 C -3.574 1.790 -0.224
5 C -4.417 0.724 -0.804
6 C -5.623 1.193 -1.332
7 C -6.546 0.341 -1.918
8 C -6.243 -1.011 -1.967
9 C -5.041 -1.475 -1.440
10 C -4.086 -0.645 -0.841
11 P -2.238 -1.216 -0.365
12 C -2.515 -2.976 -0.854
13 C -2.774 -4.013 0.035
14 C -2.928 -5.316 -0.421
15 C -2.831 -5.606 -1.776
16 C -2.579 -4.576 -2.673
17 C -2.423 -3.276 -2.211
18 C -2.577 -1.133 1.463
19 C -1.597 -0.685 2.351
20 C -1.864 -0.533 3.702
21 C -3.119 -0.854 4.210
22 C -4.098 -1.318 3.348
23 C -3.828 -1.447 1.987
24 H -1.211 2.579 1.364
25 H -3.948 2.811 -0.314
26 H -5.834 2.257 -1.281
27 H -7.477 0.722 -2.319
28 H -6.941 -1.712 -2.411
29 H -4.850 -2.540 -1.497
30 H -2.824 -3.811 1.098
31 H -3.109 -6.113 0.291
32 H -2.942 -6.624 -2.127
33 H -2.493 -4.785 -3.732
34 H -2.225 -2.477 -2.917
35 H -0.604 -0.474 1.977
36 H -1.084 -0.180 4.366
37 H -3.326 -0.751 5.269
38 H -5.079 -1.580 3.726
39 H -4.611 -1.798 1.327
40 C 1.335 9.049 -0.193
41 C 1.295 7.545 -0.108
42 C 1.220 6.763 -1.254
43 C 1.164 5.375 -1.179
44 C 1.193 4.771 0.061
45 C 1.249 5.526 1.223
46 C 1.310 6.907 1.131
47 S 1.135 2.985 0.156
48 C 2.878 2.719 0.436
49 O 0.841 2.494 -1.235
50 H 1.527 9.380 -1.213
51 H 2.115 9.457 0.450
52 H 0.386 9.484 0.126
53 H 1.199 7.244 -2.225
54 H 1.089 4.757 -2.065
55 H 1.246 5.041 2.193
56 H 1.357 7.502 2.036
57 H 3.409 3.143 -0.416
58 H 3.041 1.637 0.506
59 H 3.160 3.219 1.364
60 Te 3.445 -1.089 -0.040
61 C 5.360 -0.183 -0.190
62 C 5.592 0.977 -0.940
63 C 6.850 1.568 -1.005
64 C 7.924 1.015 -0.320
65 C 7.717 -0.141 0.424
66 C 6.459 -0.727 0.488
67 H 4.771 1.413 -1.499
68 H 6.991 2.464 -1.600
69 H 8.904 1.473 -0.368
70 H 8.544 -0.592 0.963
71 H 6.317 -1.626 1.075
72 C -0.162 -2.011 0.130
73 C 0.558 -2.998 0.117
74 C 1.255 -4.256 0.059
75 C 1.792 -4.831 1.213
76 C 2.425 -6.064 1.159
77 C 2.536 -6.743 -0.047
78 C 2.011 -6.177 -1.202
79 C 1.378 -4.944 -1.150
80 H 1.717 -4.289 2.146
81 H 2.841 -6.493 2.063
82 H 3.035 -7.704 -0.088
83 H 2.098 -6.697 -2.148
84 H 0.968 -4.495 -2.046

Summary:
HOMO energy = -3.384 eV
total charge = -1
HOMO-LUMO gap = 5.351 eV
LUMO level = 1.97 eV